No. 1
Below is a molecular structure, C17H38Cl3F6IrNO9P2Si4, with properties calculated with ωB97M-V with the def2-TZVPD basis set.

Structure (ORCA input):
```
! RIJCOSX wB97M-V def2-TZVPD def2/J DEFGRID3
* xyz -1 1
Ir -0.183 -0.205 0.098
N 2.301 2.718 0.697
C 2.366 2.167 -0.717
C 3.190 3.076 -1.611
P 3.147 0.503 -0.488
O 4.385 1.019 0.468
O 3.691 -0.034 -1.746
O 2.166 -0.189 0.409
P 0.598 1.946 -1.228
O 0.389 3.347 -1.971
O 0.275 0.711 -2.021
O -0.158 1.942 0.095
H 3.166 2.478 1.189
H 1.506 2.277 1.234
H 2.180 3.728 0.694
H 4.211 3.155 -1.234
H 2.747 4.070 -1.697
H 3.240 2.633 -2.605
H 5.188 0.536 0.249
H -0.511 3.451 -2.311
C -5.303 -0.588 -2.046
Si -3.410 -0.552 -2.089
C -2.940 0.687 -3.438
C -2.830 -2.226 -2.691
Si -2.527 -0.047 0.040
Si -3.741 -1.444 1.492
C -5.519 -0.849 1.748
C -2.985 -1.540 3.205
C -3.848 -3.190 0.808
Si -3.194 2.176 0.458
C -2.449 2.934 2.015
C -2.801 3.258 -1.060
C -5.060 2.416 0.678
H -5.684 -0.850 -3.038
H -5.731 0.378 -1.768
H -5.670 -1.336 -1.341
H -3.195 0.256 -4.411
H -1.866 0.889 -3.430
H -3.478 1.632 -3.337
H -3.058 -2.343 -3.755
H -3.299 -3.046 -2.144
H -1.754 -2.315 -2.551
H -5.552 0.006 2.425
H -6.083 -1.662 2.218
H -6.031 -0.572 0.826
H -2.766 -0.553 3.621
H -2.048 -2.093 3.165
H -3.671 -2.054 3.886
H -4.573 -3.258 -0.007
H -4.163 -3.878 1.599
H -2.880 -3.515 0.432
H -1.371 2.791 2.068
H -2.895 2.471 2.900
H -2.674 4.005 2.054
H -2.164 2.717 -1.759
H -2.332 4.203 -0.770
H -3.723 3.487 -1.600
H -5.416 1.993 1.617
H -5.640 1.970 -0.133
H -5.278 3.490 0.693
Cl 2.775 -0.707 3.936
C 1.054 -0.319 4.193
Cl 0.204 -1.759 4.728
Cl 0.928 0.922 5.459
C 0.554 0.267 2.826
O 0.833 1.443 2.631
O -0.009 -0.591 2.083
C 1.881 -2.999 -0.744
C 0.495 -3.246 -0.150
O -0.409 -2.217 -0.257
C 0.657 -3.697 1.330
F 1.128 -4.963 1.450
F 1.532 -2.919 1.979
F -0.502 -3.659 1.999
C -0.119 -4.425 -0.956
F 0.682 -5.511 -1.013
F -1.296 -4.846 -0.466
F -0.326 -4.060 -2.230
H 2.355 -2.183 -0.217
H 1.772 -2.722 -1.792
H 2.504 -3.891 -0.669
*
```

The value obtained for the frontier orbital gap is 0.2700 Eh. The HOMO energy comes out at -5.38 eV. For the energy above the lowest of the compared OMol25 structures with the same formula, charge and spin, the calculation gives 0.0 kJ/mol. Its total energy is -5327.77122 Eh. For the lowest unoccupied orbital energy, the calculation gives 0.0724 hartree.

***

No. 2
Below is 4 unconnected molecules or ions with the total composition C17H38ClO18P2S3 in a non-equilibrium geometry, with properties calculated with ωB97M-V with the def2-TZVPD basis set.

Structure (ORCA input):
```
! RIJCOSX wB97M-V def2-TZVPD def2/J DEFGRID3
* xyz -1 1
C 3.841 3.028 -0.549
C 4.898 1.901 -1.099
C 4.714 0.408 -0.444
C 3.981 -0.592 -1.551
C 3.204 -1.786 -0.739
C 1.569 -1.654 -0.705
P 0.923 0.092 -0.217
C 0.026 -0.810 1.208
C -0.917 0.166 2.151
O -2.207 0.509 1.485
O 0.236 1.695 0.120
C -0.706 2.120 -0.963
Cl -0.239 3.784 -1.653
C -0.566 1.029 -2.186
C -1.821 0.772 -3.207
P -1.394 0.878 -5.065
O -1.894 -0.453 -5.822
O 0.299 1.058 -5.429
O -2.231 2.210 -5.885
O -0.275 -0.238 -1.483
H 3.044 3.303 -1.394
H 3.208 2.686 0.383
H 4.435 4.029 -0.287
H 5.993 2.287 -0.820
H 4.883 1.852 -2.280
H 4.159 0.390 0.591
H 5.811 -0.010 -0.230
H 4.876 -1.069 -2.176
H 3.326 -0.005 -2.323
H 3.440 -2.796 -1.332
H 3.680 -1.956 0.342
H 1.188 -2.481 0.068
H 1.051 -1.955 -1.737
H 1.982 0.310 0.763
H 1.596 0.831 -1.293
H 0.881 -1.220 1.933
H -0.688 -1.695 0.855
H -1.227 -0.505 3.088
H -0.354 1.096 2.591
H -2.690 -0.360 1.249
H -1.862 2.140 -0.706
H 0.251 1.524 -2.862
H -2.255 -0.321 -3.003
H -2.650 1.576 -2.994
H 0.883 0.527 -4.791
H -1.753 3.059 -5.625
C -6.071 -3.154 1.922
C -5.462 -3.127 3.322
O -4.150 -3.663 3.168
S -3.585 -3.268 1.690
O -2.751 -2.094 1.825
O -3.145 -4.475 1.031
O -5.007 -2.808 1.037
H -6.416 -4.160 1.662
H -6.898 -2.448 1.818
H -6.038 -3.718 4.038
H -5.366 -2.101 3.690
C 1.420 -6.421 0.069
C 0.369 -6.675 1.147
O 0.997 -6.311 2.374
S 2.046 -5.093 2.092
O 1.390 -3.847 2.421
O 3.335 -5.469 2.623
O 2.094 -5.228 0.468
H 2.154 -7.232 0.036
H 0.973 -6.294 -0.921
H 0.044 -7.717 1.174
H -0.502 -6.026 1.008
C -1.675 6.552 0.564
C -0.552 5.917 1.381
O 0.063 7.001 2.074
S -1.067 8.129 2.404
O -1.520 7.930 3.763
O -0.599 9.403 1.910
O -2.222 7.573 1.397
H -1.284 7.024 -0.342
H -2.447 5.828 0.292
H 0.176 5.396 0.755
H -0.952 5.223 2.128
*
```

The value obtained for the frontier orbital gap is 0.2315 Eh. The HOMO energy comes out at -4.65 eV. Its total energy is -4362.11934 Eh. For the lowest unoccupied orbital energy, the calculation gives 0.0606 hartree.

***

No. 3
Below is a molecular structure, C17H38FIN3O5Si2 in a non-equilibrium geometry, with properties calculated with ωB97M-V with the def2-TZVPD basis set.

Structure (ORCA input):
```
! RIJCOSX wB97M-V def2-TZVPD def2/J DEFGRID3
* xyz 1 1
C -0.220 -5.281 1.276
C -0.802 -3.843 0.936
C -2.348 -3.755 1.192
O -3.013 -4.743 1.067
O -2.980 -2.576 1.607
C -3.479 -1.786 0.501
C -2.960 -0.279 0.540
Si -1.239 -0.053 -0.251
C -1.082 1.759 -0.800
C 0.347 1.952 -1.504
C 1.062 3.307 -1.094
C 2.530 3.238 -1.704
O 3.483 2.844 -0.721
C 4.758 2.620 -1.339
C -1.190 -1.102 -1.876
C -2.215 -0.642 -2.971
C -1.556 0.045 -4.241
F -3.269 0.183 -2.509
O 0.064 -0.643 0.687
Si 0.321 0.140 2.178
N 1.944 -0.361 2.727
C -0.981 -0.203 3.516
C -0.447 -0.864 4.840
C 0.652 -0.024 5.611
I 0.130 -2.966 4.572
N 0.447 1.933 2.031
C 1.316 2.376 2.782
O 2.240 2.858 3.268
H -0.076 -5.424 2.375
H 0.767 -5.430 0.752
H -0.905 -6.068 0.857
H -0.219 -3.037 1.447
H -0.655 -3.719 -0.175
H -4.602 -1.778 0.561
H -3.212 -2.314 -0.450
H -3.022 0.119 1.595
H -3.750 0.302 -0.022
H -1.838 2.065 -1.578
H -1.230 2.492 0.046
H 0.157 2.029 -2.617
H 1.014 1.091 -1.237
H 0.509 4.157 -1.590
H 1.088 3.471 0.009
H 2.526 2.401 -2.481
H 2.815 4.173 -2.263
H 5.537 2.833 -0.559
H 4.894 3.382 -2.163
H 4.907 1.578 -1.727
H -1.202 -2.204 -1.664
H -0.157 -0.898 -2.298
H -2.702 -1.579 -3.370
H -1.435 -0.736 -5.045
H -0.547 0.480 -4.027
H -2.305 0.795 -4.610
H 1.993 -1.379 2.838
H 2.538 -0.172 1.902
H -1.566 0.742 3.705
H -1.719 -0.935 3.069
H -1.330 -0.919 5.539
H 0.707 1.045 5.286
H 0.533 -0.115 6.724
H 1.642 -0.509 5.379
N 1.873 2.011 -4.872
H 1.399 1.988 -5.780
H 2.004 1.055 -4.530
H 2.785 2.465 -4.974
H 1.303 2.538 -4.201
*
```

The value obtained for the frontier orbital gap is 0.2579 Eh. The HOMO energy comes out at -11.25 eV. Its total energy is -2187.43357 Eh. For the lowest unoccupied orbital energy, the calculation gives -0.1554 hartree.

***

No. 4
Below is a molecular structure, C17H39BNOPdS5SbSi3 in a non-equilibrium geometry, with properties calculated with ωB97M-V with the def2-TZVPD basis set.

Structure (ORCA input):
```
! RIJCOSX wB97M-V def2-TZVPD def2/J DEFGRID3
* xyz 0 1
Pd 0.317 -1.264 0.508
C 2.945 -2.846 2.007
O 2.701 -3.014 0.627
C 2.177 -2.002 -0.070
C 2.004 -2.444 -1.505
H 3.088 -3.847 2.416
H 2.087 -2.363 2.499
H 3.851 -2.249 2.165
H 2.953 -2.335 -2.031
H 1.239 -1.836 -2.010
H 1.729 -3.505 -1.535
C -4.894 1.016 -0.090
S -5.185 -0.248 -1.375
C -4.686 -1.698 -0.539
C -3.456 -1.936 0.028
S -2.130 -0.898 -0.135
S -3.358 -3.378 1.015
C -4.773 -4.139 0.262
S -5.418 -5.560 0.923
S -5.918 -2.914 -0.380
H -5.429 1.901 -0.413
H -3.834 1.224 -0.011
H -5.299 0.655 0.850
C 3.921 1.395 -1.655
Si 3.011 2.003 -0.092
C 3.035 3.906 -0.052
C 3.848 1.278 1.471
Sb 0.607 1.068 -0.267
Si -0.480 1.803 -2.571
C 0.089 3.601 -2.896
C 0.383 0.612 -3.804
C -2.384 1.665 -2.626
Si -0.400 1.435 2.165
C 0.365 -0.034 3.121
C -2.284 1.365 2.477
C 0.219 3.133 2.811
H 4.990 1.571 -1.593
H 3.558 1.907 -2.540
H 3.769 0.329 -1.800
H 4.056 4.271 -0.019
H 2.512 4.303 0.811
H 2.567 4.318 -0.938
H 4.930 1.346 1.414
H 3.590 0.227 1.577
H 3.534 1.793 2.375
H 1.167 3.647 -3.012
H -0.188 4.268 -2.087
H -0.358 3.977 -3.809
H 1.457 0.578 -3.630
H 0.227 0.911 -4.838
H -0.005 -0.399 -3.692
H -2.847 2.444 -2.027
H -2.711 0.704 -2.238
H -2.766 1.758 -3.639
H -0.156 -0.963 2.808
H 0.240 0.046 4.197
H 1.436 -0.119 2.914
H -2.717 0.428 2.142
H -2.824 2.179 1.999
H -2.460 1.436 3.547
H 1.296 3.163 2.924
H -0.220 3.344 3.779
H -0.061 3.934 2.135
B -0.497 -5.625 0.114
C -0.288 -4.228 0.708
N -0.158 -3.171 1.176
H -1.670 -5.851 0.256
H 0.075 -6.490 0.718
H -0.115 -5.587 -1.020
*
```

The value obtained for the frontier orbital gap (spin up / spin down) is 0.1838 / 0.1838 Eh. The HOMO energy (spin up / spin down) comes out at -6.83 / -6.83 eV. Its total energy is -4053.48124 Eh. For the lowest unoccupied orbital energy (spin up / spin down), the calculation gives -0.0672 / -0.0672 hartree.